{"formula": "C26H38B4F16N2O7", "method": "the ωB97M-V functional and the def2-TZVPD basis", "lumo_ha": -0.0182, "homo_ev": -8.3, "orbital_gap_ev": 7.754, "total_energy_ha": -3347.03437, "fmax_ev_per_a": 4.725, "e_above_lowest_kcal_mol": 108.2, "elements": ["C", "C", "C", "C", "C", "C", "C", "C", "C", "O", "C", "B", "O", "B", "C", "C", "C", "C", "C", "N", "O", "B", "B", "N", "O", "O", "C", "H", "H", "H", "H", "H", "H", "H", "H", "H", "H", "H", "H", "H", "H", "H", "H", "H", "H", "H", "H", "H", "H", "H", "H", "H", "H", "H", "H", "H", "H", "C", "C", "C", "F", "F", "F", "F", "O", "C", "C", "F", "F", "F", "F", "H", "H", "H", "H", "C", "C", "C", "F", "F", "F", "F", "O", "C", "C", "F", "F", "F", "F", "H", "H", "H", "H"], "coordinates": [[-1.75186, 0.05269, 3.16139], [-0.72750, 0.15712, 1.91941], [0.38953, -0.91120, 1.76767], [1.38707, -0.86012, 0.56877], [1.20492, 0.28848, -0.45180], [2.20922, 0.30080, -1.71266], [3.69058, 0.71021, -1.23876], [2.16883, -1.10910, -2.52078], [0.08883, 1.38985, -0.33486], [0.05042, 2.34624, -1.38105], [-0.05127, 3.71569, -0.89921], [-1.13495, 4.46491, -1.85020], [-2.43513, 4.94253, -1.45499], [-3.41989, 4.31528, -2.34454], [-4.91963, 3.92493, -1.81260], [-4.87178, 2.76238, -0.68775], [-6.34742, 2.12717, -0.58983], [-6.32316, 0.53332, -0.41406], [-7.71654, -0.18139, -0.81335], [-7.67436, -0.46778, -2.29312], [-3.13406, 4.01872, -3.74905], [-1.73657, 3.70002, -3.90744], [-1.09595, 2.37156, -4.68034], [-1.91820, 1.22430, -5.22972], [0.35637, 2.23364, -4.82163], [-0.79815, 4.63162, -3.26625], [-0.87075, 1.29198, 0.86903], [-2.69657, 0.67442, 2.93417], [-1.99942, -1.03179, 3.43542], [-1.21740, 0.51617, 4.06685], [0.51121, -1.78588, 2.49981], [2.20966, -1.64353, 0.39629], [1.88960, 1.09224, -2.49296], [4.26203, 1.29798, -2.04469], [4.26564, -0.27234, -1.04726], [3.57569, 1.31836, -0.27557], [3.12354, -1.29189, -3.13141], [1.93493, -2.00282, -1.85317], [1.31202, -1.06588, -3.29749], [0.96902, 4.22642, -1.10898], [-0.22988, 3.82894, 0.21973], [-5.56474, 3.63057, -2.72421], [-5.34372, 4.89311, -1.34237], [-4.65493, 3.28211, 0.30334], [-4.11454, 1.94816, -0.94949], [-6.83710, 2.58870, 0.34845], [-7.01044, 2.36352, -1.48841], [-6.10559, 0.24712, 0.68441], [-5.53156, 0.09666, -1.11569], [-8.63965, 0.43746, -0.55623], [-7.82780, -1.20396, -0.27947], [-6.85692, -1.10014, -2.40963], [-8.51786, -0.98965, -2.59323], [-1.68945, 0.39110, -4.64568], [-1.55154, 1.01758, -6.17123], [0.66439, 2.60770, -5.67430], [-1.71402, 2.06790, 0.98776], [2.34048, -7.74295, -0.38866], [3.62106, -6.95831, -0.74836], [4.33517, -6.26755, 0.41396], [3.56632, -5.33620, 1.01121], [5.44246, -5.62068, -0.03045], [3.33372, -6.07760, -1.73668], [4.49521, -7.85819, -1.29146], [1.08868, -7.08065, -0.61214], [0.61364, -6.22817, 0.40964], [0.51044, -4.76908, -0.04483], [1.70663, -4.28032, -0.43782], [0.07930, -3.97910, 0.96809], [1.36698, -6.38162, 1.51535], [-0.61740, -6.68707, 0.73230], [2.31094, -8.59807, -1.06924], [2.39234, -8.18725, 0.60915], [4.65265, -6.99158, 1.16923], [-0.18573, -4.67032, -0.88006], [2.40523, 1.80575, 3.34015], [2.78205, 1.30313, 4.75031], [3.15566, 2.37921, 5.77010], [4.24080, 3.08607, 5.39991], [3.45948, 1.81161, 6.96582], [3.76367, 0.37590, 4.63896], [1.69061, 0.63632, 5.23621], [3.43572, 1.75089, 2.34413], [4.33567, 2.83786, 2.28054], [5.77755, 2.42415, 2.59123], [5.89180, 1.89377, 3.82706], [6.60572, 3.49706, 2.54747], [3.89534, 3.83881, 3.06699], [4.26502, 3.30413, 1.01145], [1.63977, 1.11850, 2.96777], [1.91031, 2.78070, 3.36260], [2.32755, 3.07456, 5.93215], [6.13197, 1.68412, 1.87084]], "forces_ev_per_angstrom": [[0.93, 0.67, -0.53], [1.75, -0.52, -2.15], [0.15, 2.13, -2.49], [-3.48, 3.17, 0.42], [-0.97, -0.41, 0.99], [-0.27, 0.24, -0.55], [-0.32, -0.72, 0.13], [-0.64, 0.35, -0.44], [1.05, -3.57, 2.47], [-0.50, -0.94, 2.46], [0.91, 1.79, 0.02], [-0.30, 1.48, -1.13], [0.44, -2.77, -1.95], [-0.78, 0.69, -0.49], [0.73, 0.64, -0.08], [-1.35, 0.64, -0.69], [-0.08, -0.58, 0.88], [-0.88, -0.12, 0.30], [0.32, -0.73, 0.08], [0.14, -0.34, 0.70], [2.19, -0.62, 2.58], [-0.71, 3.22, 0.95], [1.76, -2.57, -1.53], [0.82, 0.60, 0.68], [-1.94, 0.97, -0.71], [-1.95, -2.55, 1.82], [1.99, -1.70, -0.43], [1.46, -1.16, 0.41], [0.29, 1.62, -0.64], [-0.91, -0.64, -1.20], [-0.43, 1.63, -1.08], [-1.51, 1.39, 0.44], [0.20, -1.17, 1.56], [-0.97, -0.85, 1.22], [-0.70, 1.63, -0.02], [0.53, -0.87, -1.48], [-1.26, 0.31, 1.10], [0.59, 1.19, -0.79], [1.28, -0.03, 1.26], [-1.43, -0.83, 0.37], [0.05, -0.53, -1.47], [1.01, 0.38, 1.57], [0.37, -1.58, -0.67], [0.16, -1.00, -1.29], [-0.89, 1.16, 0.46], [0.49, -0.74, -1.53], [1.11, -0.19, 1.09], [-0.03, 0.48, -1.79], [-0.92, 0.52, 1.12], [1.34, -0.62, -0.37], [0.27, 1.74, -0.30], [-0.95, 0.54, -0.19], [0.79, 0.42, 0.35], [-0.33, 0.61, -0.63], [-0.05, -0.20, 0.59], [-0.01, -0.30, 0.81], [1.45, -1.40, -0.18], [-0.39, -0.68, -0.18], [-0.69, 0.09, -0.68], [0.75, 0.29, 0.31], [-0.04, -0.07, -0.13], [-0.09, -0.23, -0.23], [0.12, 0.07, 0.30], [0.04, 0.03, 0.48], [0.45, 1.14, 0.86], [0.41, -1.85, -0.24], [-0.18, 0.76, -0.30], [-0.05, -0.30, 0.02], [-0.05, -0.45, 0.11], [-0.29, 0.44, 0.04], [0.00, 0.51, -0.19], [0.04, 0.27, -0.10], [0.10, 0.33, -0.02], [-0.08, -0.13, -0.08], [-0.05, -0.22, 0.03], [-0.53, -0.18, -0.58], [0.33, -0.53, -0.80], [0.03, 0.19, 0.80], [-0.07, -0.12, -0.04], [-0.18, -0.22, -0.15], [-0.01, 0.27, 0.19], [-0.04, 0.45, 0.14], [0.95, 0.89, 0.85], [-1.92, -0.41, -0.15], [0.74, -0.27, 0.08], [-0.24, 0.03, -0.19], [-0.35, 0.11, -0.17], [0.52, 0.12, -0.16], [0.49, -0.11, 0.13], [0.24, -0.12, 0.05], [0.29, -0.01, 0.19], [-0.10, -0.08, -0.13], [-0.20, 0.03, -0.13]], "lowdin_charge": [-0.09, -0.22, -0.05, 0.00, -0.06, -0.34, -0.08, -0.08, -0.14, -0.11, -0.05, -0.37, 0.22, -0.37, -0.08, -0.19, -0.22, -0.21, -0.29, -0.06, 0.21, -0.30, -0.31, 0.10, 0.05, 0.19, 0.03, 0.08, 0.08, 0.07, 0.10, 0.11, 0.12, 0.09, 0.09, 0.06, 0.08, 0.05, 0.08, 0.15, 0.13, 0.12, 0.13, 0.12, 0.11, 0.12, 0.11, 0.11, 0.10, 0.11, 0.11, 0.06, 0.06, 0.08, 0.07, 0.10, 0.11, -0.04, -0.43, -0.30, 0.09, 0.09, 0.13, 0.10, 0.03, -0.50, -0.27, 0.08, 0.09, 0.14, 0.15, 0.15, 0.14, 0.17, 0.18, -0.04, -0.43, -0.30, 0.09, 0.09, 0.13, 0.10, 0.02, -0.51, -0.27, 0.10, 0.10, 0.14, 0.13, 0.11, 0.15, 0.17, 0.18]}